<1>
{
  "formula": "C3H11N2",
  "method": "the ωB97M-V functional and the def2-TZVPD basis",
  "homo_ev": -15.23,
  "orbital_gap_ev": 11.66,
  "charge": 1,
  "e_lumo_ev": -3.6,
  "species": ["C", "N", "H", "H", "H", "H", "H", "H", "C", "C", "N", "H", "H", "H", "H", "H"],
  "positions_angstrom": [[-2.24162, -0.35216, -0.78501], [-1.25890, -1.05569, 0.02924], [-1.95356, -0.19372, -1.79287], [-2.25368, 0.66099, -0.35343], [-3.15059, -0.99587, -0.71765], [-0.99727, -1.90004, -0.52696], [-0.44447, -0.35901, 0.16623], [-1.54437, -1.50076, 0.95951], [1.90599, -0.29060, 0.70841], [1.12342, 1.60857, -0.17642], [0.75133, 0.44901, 0.31317], [1.58785, -1.26751, 1.11180], [2.55341, -0.50141, -0.13270], [2.43169, 0.29689, 1.44820], [0.42258, 2.26329, -0.72879], [2.17462, 1.94902, -0.31205]]
}

---

<2>
{
  "formula": "C3H11N2",
  "method": "the ωB97M-V functional and the def2-TZVPD basis",
  "homo_ev": -14.43,
  "orbital_gap_ev": 10.97,
  "charge": 1,
  "smiles": "CNCC[NH3+]",
  "e_lumo_ev": -3.5,
  "species": ["C", "N", "C", "C", "N", "H", "H", "H", "H", "H", "H", "H", "H", "H", "H", "H"],
  "positions_angstrom": [[-1.57202, -0.73930, 0.70186], [-0.95258, 0.53823, 0.29558], [0.45652, 0.65438, 0.77207], [1.35030, -0.22502, -0.10304], [0.76707, -0.12016, -1.47429], [-1.46561, -0.95206, 1.78542], [-1.14679, -1.57601, 0.14476], [-2.68900, -0.67018, 0.43125], [-1.54737, 1.30200, 0.55030], [0.71219, 1.73688, 0.54875], [0.52078, 0.50745, 1.86063], [2.49405, -0.05227, -0.16876], [1.27204, -1.26734, 0.14016], [1.18141, 0.73763, -1.97914], [0.87318, -1.05257, -2.05294], [-0.31510, 0.21959, -1.23489]]
}

---

<3>
{
  "formula": "C3H11N2",
  "method": "the ωB97M-V functional and the def2-TZVPD basis",
  "homo_ev": -14.54,
  "orbital_gap_ev": 11.46,
  "charge": 1,
  "e_lumo_ev": -3.1,
  "species": ["C", "N", "H", "H", "H", "H", "C", "N", "C", "H", "H", "H", "H", "H", "H", "H"],
  "positions_angstrom": [[0.79368, -1.33188, -2.04585], [1.26951, -0.50921, -1.20688], [1.03829, -1.42384, -3.10435], [-0.02650, -1.96557, -1.70848], [0.09191, 0.82354, -0.21734], [2.14227, -0.10596, -1.55160], [-1.82333, 0.87772, 0.62644], [-0.32156, 0.88624, 0.72506], [0.24622, -0.12612, 1.67054], [-2.19616, 0.05436, 0.02586], [-2.20889, 0.84795, 1.64023], [-2.11981, 1.80910, 0.15439], [-0.12855, 1.83203, 1.05069], [0.33492, -1.07197, 1.15678], [-0.39175, -0.16819, 2.54939], [1.21693, 0.27395, 1.95868]]
}

---

Least stable of them? <1>.

---

<1>
{
  "formula": "C3H11N2",
  "method": "the ωB97M-V functional and the def2-TZVPD basis",
  "homo_ev": -14.81,
  "orbital_gap_ev": 11.65,
  "charge": 1,
  "e_lumo_ev": -3.2,
  "species": ["C", "N", "H", "H", "H", "H", "H", "H", "C", "C", "N", "H", "H", "H", "H", "H"],
  "positions_angstrom": [[-2.04600, 1.02828, 0.23437], [-1.54287, 0.01887, -0.76046], [-2.98350, 1.45991, -0.09848], [-2.09636, 0.59159, 1.22446], [-1.27931, 1.80103, 0.27127], [-0.43392, -0.04670, -0.72275], [-1.76191, 0.42527, -1.67805], [-2.02342, -0.86791, -0.63593], [1.14198, -1.37450, 0.80466], [1.95985, 0.63088, -0.07319], [1.04560, -0.23684, -0.14753], [2.16766, -1.71634, 0.86709], [0.51683, -2.17972, 0.40496], [0.76472, -1.02179, 1.75168], [2.03041, 1.51337, -0.69015], [2.79268, 0.52471, 0.61757]]
}

---

<2>
{
  "formula": "C3H11N2",
  "method": "the ωB97M-V functional and the def2-TZVPD basis",
  "homo_ev": -14.55,
  "orbital_gap_ev": 11.04,
  "charge": 1,
  "e_lumo_ev": -3.5,
  "species": ["C", "N", "H", "H", "H", "H", "C", "N", "C", "H", "H", "H", "H", "H", "H", "H"],
  "positions_angstrom": [[0.09171, 1.34710, -2.33834], [0.23860, 1.77542, -1.08664], [-0.66057, 1.72448, -3.05775], [0.57699, 0.37182, -2.57791], [-0.25748, 0.38354, -0.03292], [0.09513, 2.79405, -1.10767], [-1.10768, -1.54807, 0.68837], [-0.27563, -0.15448, 0.90637], [1.12522, -0.42143, 1.25566], [-0.42822, -2.09087, -0.06523], [-1.34090, -1.98112, 1.66090], [-2.04721, -1.14150, 0.15698], [-0.77648, 0.30975, 1.54447], [1.76956, -1.16723, 0.63640], [1.25730, -0.68037, 2.36192], [1.73966, 0.47893, 1.05538]]
}

---

Least stable of them? <2>.

---

<1>
{
  "formula": "C2HNS2",
  "method": "the ωB97M-V functional and the def2-TZVPD basis",
  "homo_ev": -9.54,
  "orbital_gap_ev": 7.59,
  "smiles": "N#CC(=S)S",
  "e_lumo_ev": -1.9,
  "species": ["N", "C", "C", "S", "S", "H"],
  "positions_angstrom": [[-2.06404, -1.23803, -0.01486], [-1.01484, -0.83990, -0.19336], [0.16494, -0.22585, -0.14576], [1.67625, -0.91194, -0.11350], [-0.05845, 1.43651, -0.15303], [1.29615, 1.77922, 0.62052]]
}

---

<2>
{
  "formula": "C2HNS2",
  "method": "the ωB97M-V functional and the def2-TZVPD basis",
  "homo_ev": -8.92,
  "orbital_gap_ev": 6.51,
  "e_lumo_ev": -2.4,
  "species": ["C", "C", "N", "S", "S", "H"],
  "positions_angstrom": [[1.92399, -1.05106, -0.40280], [1.70369, 0.29765, -0.02723], [2.13813, -2.11092, -0.72947], [2.29249, 1.50249, 0.99883], [2.12899, 1.60952, -1.03092], [-0.37965, 0.30190, 1.07205]]
}

---

Least stable of them? <2>.

---

<1>
{
  "formula": "C5H4O3",
  "method": "the ωB97M-V functional and the def2-TZVPD basis",
  "homo_ev": -8.78,
  "orbital_gap_ev": 9.73,
  "smiles": "c1occ2c1OCO2",
  "e_lumo_ev": 1.0,
  "species": ["C", "O", "C", "C", "C", "O", "C", "O", "H", "H", "H", "H"],
  "positions_angstrom": [[-0.91645, -1.34675, 0.58209], [0.28189, -1.76765, 0.98901], [1.28630, -0.92474, 0.70907], [0.73578, 0.04216, -0.01320], [-0.67253, -0.14285, 0.00379], [-1.34018, 0.83291, -0.66953], [-0.29590, 1.78879, -0.76276], [0.98269, 1.17336, -0.76434], [-1.72464, -1.93304, 0.93581], [2.28032, -1.27905, 1.10240], [-0.39074, 2.35336, -1.67068], [-0.38336, 2.45006, 0.07740]]
}

---

<2>
{
  "formula": "C5H4O3",
  "method": "the ωB97M-V functional and the def2-TZVPD basis",
  "homo_ev": -8.51,
  "orbital_gap_ev": 8.81,
  "e_lumo_ev": 0.3,
  "species": ["C", "C", "C", "C", "C", "H", "H", "H", "H", "O", "O", "O"],
  "positions_angstrom": [[2.51106, -0.26801, 0.13894], [-0.00413, -0.55625, -0.20287], [-0.38450, 0.91847, -0.35471], [-1.75305, 1.03097, -0.08811], [-1.28159, -1.17617, 0.17708], [3.58545, -0.86992, -0.08826], [0.08040, 1.82316, -0.61062], [-2.60908, 1.80791, -0.43149], [-1.67904, -2.32115, 0.93730], [2.44418, 0.92053, 0.55584], [1.28412, -1.06259, -0.46376], [-2.19383, -0.24696, 0.43066]]
}

---

<3>
{
  "formula": "C5H4O3",
  "method": "the ωB97M-V functional and the def2-TZVPD basis",
  "homo_ev": -8.70,
  "orbital_gap_ev": 8.61,
  "smiles": "O=C1C=C/C(=C\\O)O1",
  "e_lumo_ev": -0.1,
  "species": ["O", "C", "C", "C", "C", "C", "O", "O", "H", "H", "H", "H"],
  "positions_angstrom": [[2.95488, -0.98456, -0.17638], [1.94257, -0.37854, 0.05283], [1.54670, 1.15921, 0.01090], [0.18607, 1.17607, 0.13547], [-0.24293, -0.27013, 0.30727], [-1.43123, -0.87416, -0.09249], [-2.61650, -0.13881, -0.05466], [0.85422, -1.10665, 0.32881], [2.22597, 1.91637, -0.11542], [-0.44175, 2.06148, -0.10107], [-1.66802, -1.89532, -0.20082], [-3.30998, -0.66495, -0.09446]]
}

---

Least stable of them? <2>.

---

<1>
{
  "formula": "C4H10N2O2",
  "method": "the ωB97M-V functional and the def2-TZVPD basis",
  "homo_ev": [-13.67, -13.63],
  "orbital_gap_ev": [9.71, 4.58],
  "charge": 1,
  "spin_multiplicity": 2,
  "e_lumo_ev": [-4.0, -9.1],
  "species": ["C", "N", "C", "O", "O", "C", "N", "C", "H", "H", "H", "H", "H", "H", "H", "H", "H", "H"],
  "positions_angstrom": [[-0.53836, 0.43668, -0.95691], [-0.31964, -0.96356, -0.66481], [0.92647, -1.58437, -0.73108], [2.20844, -1.06954, -1.08985], [0.99265, -2.74226, -0.25144], [-1.39131, 1.29458, -0.00965], [-0.69890, 2.16181, 0.97122], [-0.98669, 1.87208, 2.29715], [-1.17048, 0.48989, -1.88844], [0.40281, 0.93347, -1.02230], [-1.15974, -1.38536, -0.35288], [2.36247, -0.21788, -0.63839], [-2.09790, 0.46562, 0.45792], [-1.88208, 2.04669, -0.50194], [0.36014, 2.00261, 0.65630], [-1.78863, 2.54030, 2.68902], [-0.36749, 2.29377, 3.09344], [-1.19872, 0.82364, 2.49574]]
}

---

<2>
{
  "formula": "C4H10N2O2",
  "method": "the ωB97M-V functional and the def2-TZVPD basis",
  "homo_ev": [-14.30, -14.21],
  "orbital_gap_ev": [10.84, 5.36],
  "charge": 1,
  "spin_multiplicity": 2,
  "e_lumo_ev": [-3.5, -8.9],
  "species": ["C", "C", "O", "N", "H", "H", "H", "H", "H", "C", "C", "O", "N", "H", "H", "H", "H", "H"],
  "positions_angstrom": [[2.97288, -0.98580, -0.77259], [1.85051, -1.89419, -1.12317], [1.92180, -3.00800, -1.61205], [0.55852, -1.39990, -0.94259], [-0.11979, -1.95201, -1.47041], [0.33811, -0.54138, -0.40207], [2.77389, -0.10667, -0.16828], [3.34044, -0.63494, -1.73849], [3.79707, -1.54787, -0.33525], [-2.20291, 1.86281, 0.04149], [-1.40697, 1.06780, 1.03518], [-0.33338, 0.55880, 0.69964], [-1.98151, 0.84970, 2.22057], [-3.15214, 2.27983, 0.36587], [-2.29646, 1.32229, -0.88153], [-1.50167, 0.35247, 2.95383], [-2.95999, 1.03847, 2.34595], [-1.59842, 2.73857, -0.21608]]
}

---

Least stable of them? <1>.

---

<1>
{
  "formula": "C3H3N3O2",
  "method": "the ωB97M-V functional and the def2-TZVPD basis",
  "homo_ev": [-9.54, -9.54],
  "orbital_gap_ev": [8.39, 8.39],
  "e_lumo_ev": [-1.2, -1.2],
  "species": ["C", "C", "C", "N", "N", "N", "O", "O", "H", "H", "H"],
  "positions_angstrom": [[0.87124, 1.43786, 0.00690], [-0.72443, -0.26336, -0.07383], [1.79818, 0.48624, -0.00879], [-0.42367, 1.11001, -0.03300], [0.23468, -1.07906, 0.17009], [2.90051, -0.15206, 0.05014], [3.73578, 0.80106, -0.15307], [3.17205, -1.32531, 0.07951], [1.13593, 2.45025, -0.01913], [-1.75141, -0.56707, -0.44892], [0.11990, -2.15307, 0.13444]]
}

---

<2>
{
  "formula": "C3H3N3O2",
  "method": "the ωB97M-V functional and the def2-TZVPD basis",
  "homo_ev": -9.54,
  "orbital_gap_ev": 8.82,
  "smiles": "C=Nn1ocnc1=O",
  "e_lumo_ev": -0.7,
  "species": ["C", "N", "N", "O", "C", "N", "C", "O", "H", "H", "H"],
  "positions_angstrom": [[2.46128, -0.11231, 0.10784], [1.53182, 0.69418, -0.16790], [0.40730, 0.10467, -0.17624], [0.25156, -1.35553, 0.11492], [-1.16314, -1.42646, -0.13203], [-1.81652, -0.26966, 0.05113], [-0.90088, 0.73209, -0.09211], [-1.11467, 1.86697, 0.15043], [2.00573, -1.08584, 0.40344], [3.34803, 0.57218, 0.12279], [-1.69057, -2.44212, 0.09991]]
}

---

Least stable of them? <1>.

---

<1>
{
  "formula": "C3H3N3O2",
  "method": "the ωB97M-V functional and the def2-TZVPD basis",
  "homo_ev": -9.56,
  "orbital_gap_ev": 9.89,
  "smiles": "O=COc1cnn[nH]1",
  "e_lumo_ev": 0.3,
  "species": ["O", "C", "O", "C", "C", "N", "N", "N", "H", "H", "H"],
  "positions_angstrom": [[-2.18682, 0.95251, -0.22661], [-2.20389, -0.19554, -0.05351], [-0.93101, -0.85264, 0.07653], [0.22104, -0.15950, -0.19505], [0.71810, 1.06982, 0.02876], [2.13049, 1.01806, 0.08729], [2.54614, -0.19176, -0.12727], [1.25503, -0.93206, -0.26465], [-3.04358, -0.78110, 0.48670], [0.20433, 2.07288, -0.04872], [1.29015, -2.00066, 0.23653]]
}

---

<2>
{
  "formula": "C3H3N3O2",
  "method": "the ωB97M-V functional and the def2-TZVPD basis",
  "homo_ev": -10.26,
  "orbital_gap_ev": 9.29,
  "e_lumo_ev": -1.0,
  "species": ["C", "C", "C", "H", "H", "H", "N", "N", "N", "O", "O"],
  "positions_angstrom": [[0.61512, 1.46715, -0.29189], [0.24016, 0.23866, 0.33177], [-2.03046, -0.81893, 0.21338], [-0.43748, 2.06740, -1.23907], [0.20810, 2.24063, 0.79183], [1.86864, 1.75034, -0.43868], [-1.06366, 0.02336, 0.06852], [1.18717, -1.75856, -0.45109], [1.33664, -3.18886, 0.04994], [-2.89405, -1.58203, 0.04807], [0.96983, -0.43916, 0.91721]]
}

---

<3>
{
  "formula": "C3H3N3O2",
  "method": "the ωB97M-V functional and the def2-TZVPD basis",
  "homo_ev": -10.11,
  "orbital_gap_ev": 9.95,
  "smiles": "C=Nn1oncc1=O",
  "e_lumo_ev": -0.2,
  "species": ["C", "N", "N", "O", "N", "C", "C", "O", "H", "H", "H"],
  "positions_angstrom": [[-2.25960, -0.25397, -0.04810], [-1.17650, -0.90928, 0.03061], [0.01030, -0.32816, -0.28760], [-0.15485, 1.10377, -0.11268], [1.01464, 1.59453, 0.06048], [1.87065, 0.64662, -0.05349], [1.31750, -0.72207, -0.11268], [1.78807, -1.82593, -0.01086], [-3.22579, -0.74239, 0.51187], [-2.27381, 0.80590, -0.27323], [3.08939, 0.63097, 0.29567]]
}

---

Least stable of them? <2>.

---

<1>
{
  "formula": "C3H5N3O",
  "method": "the ωB97M-V functional and the def2-TZVPD basis",
  "homo_ev": -9.76,
  "orbital_gap_ev": 10.18,
  "smiles": "N[C@@H]1N=CC(O)=N1",
  "e_lumo_ev": 0.4,
  "species": ["N", "C", "N", "C", "C", "O", "N", "H", "H", "H", "H", "H"],
  "positions_angstrom": [[-1.98064, -0.50653, 0.60314], [-0.74042, 0.23671, 0.66219], [-0.59172, 1.18255, -0.45845], [0.57836, 0.97318, -0.91667], [1.20456, -0.15603, -0.18822], [2.42817, -0.59144, -0.49634], [0.43084, -0.62971, 0.70735], [-1.78160, -1.49262, 0.48783], [-2.53843, -0.19033, -0.18183], [-0.71054, 0.86738, 1.56448], [1.02960, 1.53825, -1.72887], [2.63103, -1.32874, 0.10036]]
}

---

<2>
{
  "formula": "C3H5N3O",
  "method": "the ωB97M-V functional and the def2-TZVPD basis",
  "homo_ev": -7.64,
  "orbital_gap_ev": 8.41,
  "smiles": "Nc1c[nH]c(=O)[nH]1",
  "e_lumo_ev": 0.8,
  "species": ["N", "C", "C", "N", "C", "O", "N", "H", "H", "H", "H", "H"],
  "positions_angstrom": [[-1.27966, -0.88049, 1.35985], [-0.42127, -0.37146, 0.38357], [-0.11908, -0.78065, -0.86426], [0.81210, 0.14364, -1.38870], [1.12879, 1.09900, -0.44443], [1.91642, 2.02427, -0.52668], [0.32669, 0.77145, 0.64494], [-1.70929, -0.14805, 1.91228], [-2.00565, -1.46102, 0.95891], [-0.57500, -1.54260, -1.47597], [1.49309, -0.08289, -2.09455], [0.43285, 1.22880, 1.53505]]
}

---

Least stable of them? <1>.